[1]
{"formula": "C2H7S2", "method": "ωB97M-V/def2-TZVPD", "elements": ["S", "H", "C", "S", "C", "H", "H", "H", "H", "H", "H"], "positions_angstrom": [[-2.356, 0.451, 0.716], [-2.342, 1.803, 0.979], [1.063, 1.164, -1.096], [1.439, -0.672, -0.767], [0.831, -0.909, 0.908], [2.064, 1.435, -1.403], [0.327, 1.147, -1.895], [0.570, 1.606, -0.237], [-0.043, -0.258, 1.071], [1.587, -0.544, 1.613], [0.721, -1.965, 1.144]], "atomic_forces_ev_per_a": [[-0.099, 0.955, 0.133], [-0.054, -0.747, -0.135], [-0.068, -2.445, -0.096], [-0.353, 0.550, -0.248], [0.786, 1.012, 0.762], [-0.205, 1.109, 0.080], [0.175, 0.256, -0.168], [0.482, 0.187, 0.197], [-0.287, -0.852, -0.170], [0.139, -0.040, -0.052], [-0.517, 0.016, -0.303]], "e_homo_ev": -2.719, "homo_lumo_gap_ev": 6.138, "spin_multiplicity": 1, "e_lumo_ha": 0.1256, "charge": -1, "fmax_ev_per_a": 2.4}


[2]
{"formula": "C2H7S3", "method": "ωB97M-V/def2-TZVPD", "elements": ["C", "S", "H", "H", "H", "C", "S", "S", "H", "H", "H", "H"], "positions_angstrom": [[0.418, 1.566, -1.468], [2.025, 2.330, -1.661], [0.351, 0.900, -0.620], [-0.197, 2.491, -1.323], [0.064, 1.045, -2.348], [-0.331, -2.913, 0.977], [-1.469, -1.624, 0.586], [-0.711, -0.053, 1.495], [0.578, -2.881, 0.287], [-0.646, -3.902, 1.113], [0.162, -2.795, 1.968], [1.637, 2.769, -2.849]], "atomic_forces_ev_per_a": [[-1.203, 1.407, 0.177], [0.740, -0.436, -0.252], [0.019, 0.042, 0.490], [-0.209, -1.339, 0.177], [0.238, -0.096, -0.262], [3.621, 0.674, 0.431], [-1.520, -1.253, -0.831], [0.762, 1.616, 0.982], [-1.106, -0.259, 0.521], [-1.269, -1.579, -0.695], [-0.502, 0.758, -0.322], [0.430, 0.466, -0.415]], "e_homo_ev": -2.031, "homo_lumo_gap_ev": 5.185, "spin_multiplicity": 1, "e_lumo_ha": 0.1159, "charge": -1, "fmax_ev_per_a": 3.7}


[3]
{"formula": "C2H7S3", "method": "ωB97M-V/def2-TZVPD", "elements": ["C", "C", "S", "S", "H", "H", "H", "H", "H", "H", "S", "H"], "positions_angstrom": [[0.138, 2.441, 0.262], [-0.206, 0.954, 0.269], [-0.053, 0.269, -1.366], [0.022, -2.089, -0.357], [-0.521, 2.966, -0.422], [1.171, 2.580, -0.083], [0.021, 2.894, 1.251], [-1.225, 0.801, 0.656], [0.470, 0.404, 0.939], [0.155, -2.392, -1.663], [0.619, -4.116, 0.316], [-0.591, -4.712, 0.198]], "atomic_forces_ev_per_a": [[0.164, -0.139, 0.232], [-0.049, 0.231, 0.451], [-0.255, -0.276, -0.708], [0.371, 0.363, -0.508], [-0.067, 0.101, -0.168], [-0.215, 0.027, 0.080], [0.080, 0.017, 0.090], [0.160, 0.081, -0.041], [-0.058, 0.150, 0.027], [0.086, -0.027, 0.474], [-0.515, -0.510, -0.039], [0.299, -0.019, 0.110]], "e_homo_ev": -3.029, "homo_lumo_gap_ev": 6.446, "spin_multiplicity": 1, "e_lumo_ha": 0.1256, "charge": -1, "fmax_ev_per_a": 0.8}


[4]
{"formula": "C2H80O40Zr", "method": "ωB97M-V/def2-TZVPD", "elements": ["Zr", "O", "H", "O", "H", "O", "H", "C", "C", "O", "H", "H", "H", "H", "H", "O", "H", "H", "O", "H", "H", "O", "H", "H", "O", "H", "H", "O", "H", "H", "O", "H", "H", "O", "H", "H", "O", "H", "H", "O", "H", "H", "O", "H", "H", "O", "H", "H", "O", "H", "H", "O", "H", "H", "O", "H", "H", "O", "H", "H", "O", "H", "H", "O", "H", "H", "O", "H", "H", "O", "H", "H", "O", "H", "H", "O", "H", "H", "O", "H", "H", "O", "H", "H", "O", "H", "H", "O", "H", "H", "O", "H", "H", "O", "H", "H", "O", "H", "H", "O", "H", "H", "O", "H", "H", "O", "H", "H", "O", "H", "H", "O", "H", "H", "O", "H", "H", "O", "H", "H", "O", "H", "H"], "positions_angstrom": [[0.193, 2.149, 0.785], [-1.051, 3.739, -0.009], [-0.617, 4.304, -0.675], [0.616, 3.566, 2.352], [0.075, 4.364, 2.383], [2.106, 1.446, 1.044], [2.767, 2.166, 1.104], [0.463, -1.340, -0.986], [-0.877, -0.403, -0.820], [-0.413, 0.931, -0.644], [0.204, -2.395, -1.187], [0.965, -1.260, 0.027], [1.003, -0.855, -1.733], [-1.333, -0.840, 0.009], [-1.465, -0.581, -1.714], [1.409, 2.477, 4.748], [1.956, 2.890, 5.445], [1.243, 3.118, 4.031], [0.361, -4.574, 1.886], [0.065, -3.829, 2.355], [1.332, -4.711, 2.002], [-3.647, -2.314, -0.385], [-3.861, -1.459, -0.715], [-3.344, -2.704, -1.267], [2.270, 0.224, 3.495], [2.644, 0.851, 2.810], [2.051, 0.917, 4.264], [1.910, -3.579, -3.500], [1.461, -4.079, -2.802], [1.253, -3.434, -4.179], [-6.864, 3.493, -0.069], [-6.275, 3.826, 0.612], [-6.996, 2.581, 0.117], [-4.392, 3.520, 1.493], [-3.721, 4.256, 1.685], [-4.324, 3.313, 0.547], [-5.180, 0.986, 2.557], [-5.826, 0.886, 3.244], [-5.042, 1.938, 2.269], [-5.281, 2.549, -2.647], [-5.816, 2.778, -1.903], [-5.612, 1.655, -2.869], [-3.356, 2.134, -0.688], [-2.463, 2.500, -0.620], [-3.751, 2.447, -1.543], [1.401, 3.180, -0.926], [2.350, 3.089, -0.855], [1.076, 2.975, -1.849], [-1.638, -5.038, -5.903], [-2.054, -4.547, -5.139], [-2.265, -5.753, -6.022], [-5.494, 0.668, -0.208], [-4.600, 0.913, -0.546], [-5.413, 0.535, 0.760], [-2.103, -3.425, -2.788], [-1.534, -3.944, -2.204], [-1.531, -2.673, -3.063], [-1.409, -2.106, 2.040], [-2.034, -1.838, 2.695], [-1.976, -2.306, 1.291], [5.292, 1.968, 1.257], [5.031, 1.074, 1.432], [4.962, 2.604, 1.943], [3.605, 0.358, -2.204], [3.552, -0.180, -1.416], [2.684, 0.493, -2.543], [4.185, 2.808, -1.172], [4.668, 2.741, -0.315], [4.121, 1.877, -1.411], [-1.609, 1.643, 4.312], [-0.794, 1.827, 4.738], [-1.960, 0.786, 4.478], [4.641, -7.529, 1.652], [4.564, -8.289, 1.080], [4.559, -7.917, 2.562], [-3.198, -0.583, 3.585], [-3.931, -1.193, 3.696], [-3.640, 0.166, 3.089], [4.837, 0.089, -4.767], [5.247, 0.168, -3.867], [5.555, 0.390, -5.320], [-0.264, -2.165, -5.519], [-0.196, -1.366, -6.021], [-0.633, -2.862, -6.113], [3.131, -4.750, 1.546], [3.139, -4.454, 0.582], [3.544, -5.606, 1.520], [-2.292, 5.352, 1.596], [-1.663, 5.875, 2.129], [-1.715, 4.817, 0.906], [3.215, 4.173, 1.482], [2.346, 4.289, 1.880], [3.303, 4.871, 0.841], [4.012, 5.975, -1.242], [3.764, 5.076, -1.339], [3.349, 6.579, -1.591], [-1.882, 1.835, 1.820], [-1.707, 1.723, 2.758], [-2.591, 2.468, 1.683], [-5.099, -2.523, 2.320], [-4.567, -2.094, 1.666], [-5.099, -3.477, 2.116], [1.529, -0.146, -4.247], [2.455, 0.056, -4.459], [1.464, -1.064, -4.078], [2.884, -2.089, 2.319], [3.280, -2.957, 2.464], [2.593, -1.701, 3.167], [3.950, -0.584, 0.243], [3.165, 0.003, 0.460], [3.852, -1.230, 0.955], [0.121, 0.185, 1.922], [-0.563, -0.446, 1.763], [0.904, -0.266, 2.354], [3.934, -3.797, -1.153], [4.102, -3.850, -2.107], [4.477, -3.130, -0.751], [-0.270, -5.063, -0.925], [-0.582, -5.613, -0.206], [-0.134, -4.392, -0.317], [0.114, 2.277, -2.967], [0.018, 1.638, -2.252], [0.628, 1.748, -3.609]], "atomic_forces_ev_per_a": [[0.207, 0.746, 0.132], [0.433, 0.098, -0.247], [-0.261, -0.534, 0.311], [0.129, 0.016, 0.049], [-0.063, -0.349, 0.005], [0.763, 0.687, 0.200], [-0.252, -0.256, -0.299], [-2.456, 0.727, 2.811], [3.799, -0.885, -1.373], [-1.108, -1.411, -0.711], [0.245, 0.543, -0.134], [-0.225, -0.282, -1.396], [1.275, 0.249, -1.290], [-1.337, 0.082, 1.369], [-0.406, 0.627, -0.167], [0.359, 0.005, 1.250], [-0.512, -0.095, -0.659], [-0.076, 0.111, -0.527], [0.884, -2.077, -1.182], [-0.415, 1.715, 0.982], [-0.712, 0.471, -0.119], [1.007, -1.584, -1.524], [-0.660, 1.610, 0.095], [-0.198, -0.030, 1.556], [0.344, 2.501, 1.833], [-0.757, -1.064, 0.487], [0.277, -1.858, -2.271], [0.168, -0.047, 0.498], [0.103, 0.122, -0.165], [-0.354, -0.028, -0.408], [-0.104, 1.212, -0.748], [0.167, 0.018, 0.281], [-0.011, -1.329, 0.314], [0.693, 0.884, 0.633], [-0.928, -0.811, -0.320], [0.422, -0.158, -0.084], [0.980, 0.869, -1.137], [-0.565, 0.389, 0.454], [-0.293, -0.830, 0.731], [0.388, -1.172, -1.120], [-0.870, 0.643, 1.162], [0.370, 0.689, 0.061], [-0.431, 0.402, -0.904], [0.346, 0.199, -0.188], [0.385, -0.241, 0.535], [-1.380, 0.345, 0.341], [1.344, -0.303, -0.288], [0.251, 0.135, 0.272], [-0.727, 1.052, 1.351], [0.773, -0.578, -0.894], [-0.012, -0.285, -0.273], [0.215, -0.415, -0.072], [-0.660, -0.007, 0.780], [0.099, 0.086, -0.641], [0.412, 0.945, -0.291], [0.160, -0.392, 0.170], [-0.550, -0.685, 0.096], [0.895, -0.513, -0.819], [-0.850, 0.717, 1.171], [-0.149, -0.253, -0.478], [0.253, 2.013, 0.499], [-0.466, -0.771, 0.300], [0.254, -1.166, -0.793], [-0.952, 0.794, -1.263], [-0.035, -0.703, 0.651], [1.109, -0.376, 0.523], [0.220, 0.735, 0.970], [-0.222, 0.138, -0.396], [-0.222, -0.499, -0.688], [-1.101, 1.273, -0.770], [1.394, -0.111, 0.763], [-0.167, -1.365, 0.601], [-0.172, -0.168, 1.676], [-0.050, -0.319, -0.419], [0.137, 0.625, -1.242], [-0.107, 0.974, -0.449], [-0.294, -0.426, 0.148], [0.376, -0.821, 0.468], [0.602, 0.066, 1.379], [-1.047, -0.165, -0.845], [0.157, 0.120, -0.603], [-0.460, -1.716, 0.144], [0.088, 0.689, -0.491], [0.401, 0.789, 0.543], [-0.300, 1.127, -1.576], [0.010, -0.454, 1.427], [0.529, -0.910, 0.043], [1.232, -0.223, -0.437], [-0.698, -0.355, -0.363], [-0.815, 0.409, 0.911], [0.468, -0.431, 0.343], [-0.585, -0.203, 0.204], [0.253, 0.571, -0.486], [0.681, 1.711, 0.679], [-0.593, -1.405, -0.626], [-0.075, -0.557, -0.047], [0.604, -0.266, -2.085], [0.019, 0.149, 1.514], [-0.414, 0.329, 0.040], [-0.562, -0.862, 1.056], [0.440, 0.080, -1.022], [0.115, 0.823, -0.050], [0.168, 2.141, -0.264], [-0.028, -0.440, -0.141], [0.120, -1.607, 0.252], [-0.133, 0.085, 0.276], [-0.248, -0.175, 0.104], [0.510, -0.059, -0.494], [-0.820, 0.822, 0.489], [0.750, -0.201, -0.210], [-0.114, -0.375, 0.202], [1.411, 0.604, 0.733], [-1.056, -1.271, 0.047], [-0.761, 0.967, -0.293], [-0.570, -0.881, -0.111], [-0.053, 0.345, 0.440], [0.458, 0.634, -0.209], [-0.776, -1.594, -1.426], [-0.389, -1.500, -0.170], [1.260, 3.281, 1.650], [0.781, -0.155, -1.015], [-0.756, -0.508, 0.733], [-0.332, 0.323, -0.023]], "e_homo_ev": -9.819, "homo_lumo_gap_ev": 9.896, "spin_multiplicity": 1, "e_lumo_ha": 0.0028, "fmax_ev_per_a": 4.1}


[5]
{"formula": "C2H8AgBrN4O2", "method": "ωB97M-V/def2-TZVPD", "elements": ["Ag", "Br", "C", "O", "N", "N", "H", "H", "H", "H", "C", "O", "N", "N", "H", "H", "H", "H"], "positions_angstrom": [[-18.629, -14.044, -10.790], [-19.177, -14.055, -15.004], [-23.741, -9.738, -16.968], [-24.496, -10.684, -16.767], [-23.993, -8.513, -17.231], [-22.496, -9.808, -16.937], [-23.174, -7.959, -17.438], [-24.905, -8.267, -17.587], [-21.765, -9.219, -17.310], [-22.090, -10.688, -16.654], [-15.262, -16.640, -18.058], [-14.330, -17.202, -18.624], [-16.305, -17.236, -17.506], [-15.339, -15.392, -17.865], [-16.976, -16.609, -17.086], [-16.331, -18.232, -17.345], [-16.063, -14.892, -17.369], [-14.722, -14.734, -18.318]], "atomic_forces_ev_per_a": [[-0.142, -0.009, -1.044], [0.245, -0.018, 0.934], [-4.161, -3.044, 0.290], [-0.528, 0.352, 0.071], [-3.627, 5.770, -1.529], [10.039, -4.019, 1.213], [-0.992, 0.456, -0.116], [0.271, 0.268, 0.084], [-0.800, 0.299, 0.001], [-0.198, -0.115, 0.005], [1.798, -4.186, -0.983], [0.000, -0.216, -0.199], [-2.271, -1.884, 1.036], [0.487, 7.982, 0.247], [-0.214, -0.842, 0.175], [-0.025, 0.414, -0.128], [-0.096, -0.581, 0.020], [0.214, -0.627, -0.078]], "e_homo_ev": -8.270, "homo_lumo_gap_ev": 4.341, "spin_multiplicity": 1, "e_lumo_ha": -0.1444, "fmax_ev_per_a": 10.9}


[6]
{"formula": "C2H8BF4N4O2Rb", "method": "ωB97M-V/def2-TZVPD", "elements": ["Rb", "B", "F", "F", "F", "F", "C", "O", "N", "N", "H", "H", "H", "H", "C", "O", "N", "N", "H", "H", "H", "H"], "positions_angstrom": [[-0.484, -0.571, 0.294], [-1.983, 1.133, -2.010], [-0.630, 0.842, -2.298], [-2.574, 0.020, -1.353], [-2.002, 2.232, -1.128], [-2.686, 1.394, -3.181], [-0.230, 1.166, 3.963], [0.101, 0.476, 3.005], [0.306, 0.973, 5.201], [-1.151, 2.167, 3.844], [1.076, 0.332, 5.248], [0.040, 1.516, 6.000], [-1.349, 2.732, 4.648], [-1.613, 2.250, 2.959], [1.602, -2.016, -2.656], [1.438, -1.902, -1.435], [2.379, -3.014, -3.159], [1.071, -1.146, -3.542], [2.807, -3.658, -2.523], [2.428, -3.170, -4.148], [1.056, -1.281, -4.537], [0.399, -0.475, -3.191]], "atomic_forces_ev_per_a": [[0.247, 0.079, -0.038], [-0.961, 0.786, -0.275], [0.415, -0.385, 0.054], [0.219, -0.207, 0.122], [0.061, -0.286, -0.001], [0.266, -0.032, 0.199], [-0.152, 0.140, -0.308], [-0.039, -0.161, -0.145], [-0.103, 0.063, -0.187], [0.623, -0.601, 0.525], [0.002, -0.011, 0.158], [0.121, -0.036, 0.013], [-0.383, 0.245, -0.316], [-0.155, 0.303, 0.056], [0.044, -0.008, 0.641], [-0.107, 0.055, -0.221], [-0.059, 0.086, -0.391], [-0.393, 0.295, -0.171], [-0.063, -0.021, 0.033], [0.147, -0.119, 0.038], [0.217, -0.240, 0.074], [0.053, 0.053, 0.139]], "e_homo_ev": -10.189, "homo_lumo_gap_ev": 10.141, "spin_multiplicity": 1, "e_lumo_ha": -0.0018, "fmax_ev_per_a": 1.3}


[7]
{"formula": "C2H8BN", "method": "ωB97M-V/def2-TZVPD", "elements": ["B", "C", "C", "N", "H", "H", "H", "H", "H", "H", "H", "H"], "positions_angstrom": [[0.224, -0.028, 0.133], [-0.332, 1.162, -0.883], [-0.439, -0.704, 1.468], [1.172, -0.804, -0.526], [0.299, -0.608, 2.338], [-1.219, 1.508, -0.682], [0.385, 1.894, -0.943], [-0.450, 0.739, -1.857], [-1.389, -0.407, 1.603], [-0.451, -1.813, 1.396], [1.411, -0.650, -1.516], [1.422, -1.744, -0.188]], "atomic_forces_ev_per_a": [[-4.438, 4.790, 3.450], [3.209, -4.835, 0.842], [4.868, -1.312, -1.393], [4.168, -3.560, -2.541], [-1.330, 0.371, -0.810], [-4.861, 2.206, 1.589], [1.601, 1.920, -0.256], [0.166, -0.550, -1.380], [-3.219, 1.313, 1.109], [-0.143, -0.038, -0.305], [-0.056, -0.098, -0.235], [0.034, -0.207, -0.070]], "e_homo_ev": [-3.935, -10.557], "homo_lumo_gap_ev": [4.722, 6.494], "spin_multiplicity": 3, "e_lumo_ha": [0.0289, -0.1493], "fmax_ev_per_a": 7.4}


[8]
{"formula": "C2H8BNO", "method": "ωB97M-V/def2-TZVPD", "elements": ["B", "C", "C", "N", "O", "H", "H", "H", "H", "H", "H", "H", "H"], "positions_angstrom": [[1.011, 0.207, -0.192], [-1.544, -0.399, 0.013], [-0.080, -0.832, -0.067], [0.997, 1.523, -0.247], [2.807, -0.833, 0.148], [-1.612, 0.425, -0.591], [-2.397, -1.120, -0.237], [-1.705, -0.003, 0.971], [0.045, -1.677, 0.707], [0.131, -1.181, -1.032], [0.116, 1.933, -0.140], [1.730, 2.193, -0.524], [3.572, -0.196, 0.102]], "atomic_forces_ev_per_a": [[3.853, -4.105, 2.580], [-0.172, -1.681, -0.041], [-1.004, -1.853, 2.276], [1.921, 2.869, -1.040], [-2.241, 2.859, -0.973], [-0.833, 2.087, -1.944], [1.644, 0.687, 0.269], [-0.520, 0.279, 1.628], [0.626, 1.336, -1.473], [0.001, -1.719, -1.797], [-1.385, 0.923, 0.066], [-0.574, -0.890, 0.448], [-1.317, -0.791, 0.002]], "e_homo_ev": -9.178, "homo_lumo_gap_ev": 9.508, "spin_multiplicity": 1, "e_lumo_ha": 0.0121, "fmax_ev_per_a": 6.2}